Record 1
Here is C27H28FNO3 in the gas phase at a distorted geometry from OMol25. Energies are from ωB97M-V with the def2-TZVPD basis set.

Each line ends with the Löwdin charge.
Atoms and positions in Å:
C: -2.102573 -3.638837 -1.455211  -0.09
H: -3.118951 -3.658859 -1.068787  0.07
C: -1.284551 -2.576772 -0.731477  -0.15
C: 0.151150 -2.559954 -1.233412  -0.45
O: 0.574134 -3.390457 -2.015786  0.05
N: 0.947649 -1.568521 -0.757583  -0.05
C: 0.538338 -0.536037 0.165902  -0.13
H: -0.275697 -0.904894 0.790720  0.11
H: 1.383430 -0.312624 0.823595  0.13
C: 0.095673 0.746244 -0.554754  -0.11
H: 0.973251 1.316851 -0.861863  0.11
H: -0.462203 0.474975 -1.452826  0.12
C: -0.779291 1.621338 0.351645  -0.27
C: -2.084109 0.924809 0.648909  -0.22
C: -2.373135 0.497919 1.936181  -0.04
C: -3.543804 -0.190021 2.250726  0.02
C: -4.418286 -0.434514 1.222204  -0.20
C: -4.144690 -0.002185 -0.076294  -0.20
C: -2.992313 0.673360 -0.386885  0.04
H: -2.806663 0.994378 -1.398053  0.13
O: -5.171323 -0.371246 -0.903809  0.04
C: -6.099099 -1.053289 -0.088398  -0.16
O: -5.623056 -1.086242 1.239742  0.04
H: -7.069872 -0.533229 -0.119579  0.14
H: -6.228771 -2.082822 -0.459543  0.14
H: -3.754470 -0.519027 3.254173  0.12
H: -1.667223 0.700475 2.727863  0.11
H: -0.242402 1.773651 1.293768  0.14
C: -1.018777 3.006319 -0.282881  -0.11
C: 0.255573 3.798892 -0.343259  -0.24
C: 0.963734 3.929779 -1.530670  -0.05
C: 2.156916 4.630211 -1.568481  -0.08
C: 2.658532 5.209393 -0.416317  -0.09
C: 1.958420 5.088591 0.772283  -0.08
C: 0.766773 4.388096 0.806931  -0.04
H: 0.221050 4.299714 1.736037  0.11
H: 2.342511 5.542355 1.674306  0.10
H: 3.590081 5.754785 -0.444292  0.10
H: 2.696416 4.722674 -2.499770  0.10
H: 0.575819 3.483131 -2.435635  0.11
H: -1.427759 2.884541 -1.286181  0.12
H: -1.754864 3.538584 0.323992  0.13
C: 2.314747 -1.476456 -1.249092  -0.08
C: 3.295212 -1.933690 -0.202939  -0.13
C: 4.115696 -1.042033 0.474334  -0.23
C: 5.002515 -1.446878 1.454795  -0.01
C: 5.069593 -2.789590 1.780289  -0.08
C: 4.257010 -3.702374 1.126816  -0.08
C: 3.380148 -3.276641 0.145957  -0.02
H: 2.746467 -3.981655 -0.370391  0.12
H: 4.310857 -4.749850 1.381198  0.10
H: 5.757012 -3.120939 2.543450  0.10
H: 5.621442 -0.712996 1.946642  0.12
F: 4.052828 0.277601 0.169265  0.05
H: 2.379591 -2.129506 -2.123585  0.13
H: 2.520951 -0.445067 -1.544938  0.13
H: -1.737569 -1.595082 -0.878536  0.10
H: -1.276467 -2.787427 0.341612  0.13
H: -1.651493 -4.618222 -1.321055  0.08
H: -2.133850 -3.427709 -2.520818  0.08

Force components x, y, z for each atom (eV/Å):
0.138 0.130 0.101
-0.101 -0.007 0.024
-0.047 -0.325 -0.249
-0.229 0.241 0.320
-0.001 -0.407 -0.286
0.380 0.079 -0.039
-0.312 0.210 -0.146
0.097 0.009 -0.001
-0.069 -0.041 0.055
0.103 -0.035 0.429
0.021 -0.029 -0.101
-0.042 0.005 -0.078
-0.051 0.013 -0.336
0.072 -0.001 0.300
0.119 0.106 -0.122
-0.411 -0.202 -0.137
0.245 0.212 -0.417
0.005 -0.112 0.512
-0.340 -0.091 -0.020
0.056 0.048 -0.192
0.460 0.275 -0.101
-1.131 -0.537 -0.384
0.303 0.092 0.380
0.269 -0.050 0.037
0.117 0.230 0.099
-0.032 -0.050 0.147
0.111 0.033 0.066
-0.057 0.008 0.031
0.176 -0.085 0.295
-0.099 0.066 -0.127
-0.030 0.034 0.022
0.091 0.019 -0.069
0.092 0.050 -0.020
0.051 0.028 0.089
-0.018 -0.018 -0.028
-0.068 -0.006 0.110
0.027 0.039 0.069
0.073 0.046 -0.003
0.044 0.010 -0.072
-0.056 -0.055 -0.081
-0.083 0.008 -0.038
-0.049 0.008 -0.075
0.011 -0.099 -0.189
0.132 0.326 0.022
-0.026 -0.252 -0.033
-0.024 0.149 -0.042
-0.011 0.047 -0.017
-0.026 -0.134 0.010
0.097 0.066 0.061
-0.099 -0.094 -0.079
0.004 -0.097 0.018
0.063 -0.022 0.068
0.053 0.088 0.041
-0.017 -0.091 0.021
0.038 0.205 0.118
-0.006 -0.103 -0.015
0.045 0.044 0.152
-0.006 0.147 0.031
-0.021 -0.078 -0.042
-0.031 -0.051 -0.088

Summary:
Charge: 0
Structure (SMILES): CCC(=O)N(CC[C@@H](Cc1ccccc1)c1ccc2c(c1)OCO2)Cc1ccccc1F
ΔE to the lowest compared entry with this formula, charge and spin in kcal per mole: 0.0
E_HOMO in Ha: -0.303
Strongest force on any atom in eV/A: 1.3


Record 2
Here is C10H16BrHfO2 as an isolated structure at a distorted geometry from OMol25. Energies are from ωB97M-V with the def2-TZVPD basis set.

Each line ends with the Löwdin charge.
Atoms and positions in Å:
Hf: -1.719907 -1.697709 0.139530  1.71
Br: -0.649050 0.438667 -1.140695  0.15
C: 1.297310 -2.838945 -3.446319  -0.04
O: 0.943190 -2.762837 -2.058354  -0.24
C: 1.568516 -3.699886 -1.216652  -0.20
C: 0.656422 -3.876027 -0.044348  -0.12
O: 0.258554 -2.572844 0.502227  -0.47
C: 1.346760 -1.752410 1.006866  -0.04
H: 2.378320 -2.775630 -3.599931  0.11
H: 0.851799 -1.971897 -3.928205  0.10
H: 0.933880 -3.735883 -3.953826  0.11
H: 2.576293 -3.393606 -0.908198  0.15
H: 1.690954 -4.659198 -1.733736  0.16
H: 1.106248 -4.523463 0.712109  0.16
H: -0.245417 -4.412197 -0.362910  0.14
H: 1.860871 -2.224052 1.842349  0.13
H: 0.945516 -0.790650 1.329931  0.07
H: 2.071265 -1.494054 0.234604  0.12
C: -2.507070 4.578205 2.170733  0.10
C: -2.693544 4.592420 0.794666  -0.01
C: -1.668809 4.133577 -0.008683  0.06
C: -0.445193 3.603772 0.608853  0.03
C: -0.304339 3.530576 1.986693  -0.03
C: -1.307371 4.036837 2.785954  0.07
H: -3.275976 5.037282 2.786304  0.15
H: -3.549057 5.045629 0.310447  0.14
H: -1.772784 4.026826 -1.081551  0.13
H: 0.240644 3.078928 -0.044075  0.08
H: 0.557599 3.081082 2.459882  0.13
H: -1.145626 3.997475 3.856335  0.14

Force components x, y, z for each atom (eV/Å):
4.051 1.634 -1.729
-1.659 -2.486 1.571
0.286 0.297 -0.584
-0.282 0.149 0.104
0.152 0.097 -0.698
0.189 -1.472 -0.369
-2.114 0.668 0.191
0.884 1.093 0.353
-0.027 -0.025 0.254
-0.055 -0.016 0.068
-0.112 -0.107 0.383
-0.065 0.146 -0.072
-0.091 -0.130 0.270
-0.004 0.508 0.400
-0.281 0.425 0.010
-0.316 -0.324 -0.014
-0.308 -0.219 0.161
-0.252 -0.433 -0.325
-0.433 0.569 0.089
0.626 0.236 -0.554
0.090 -0.580 0.539
-0.596 -0.929 -0.192
-0.073 0.266 0.168
0.434 -0.276 -0.394
0.129 -0.149 0.159
-0.233 -0.135 0.336
0.036 0.419 -0.027
0.346 0.473 0.021
0.155 0.098 -0.185
-0.477 0.203 0.068

Summary:
Charge: +3
ΔE to the lowest compared entry with this formula, charge and spin in kcal per mole: 7.2
E_HOMO in Ha: -0.659
Strongest force on any atom in eV/A: 4.7


Record 3
Here is C6H5As4CuF24NO2 as an isolated structure at a distorted geometry from OMol25. Energies are from ωB97M-V with the def2-TZVPD basis set.

Each line ends with the Löwdin charge.
Atoms and positions in Å:
Cu: 0.556510 -1.528331 3.097489  0.99
As: -3.027530 0.813759 7.062979  0.98
F: -1.405740 -0.108161 6.671029  -0.38
F: -3.533080 0.688059 5.341579  -0.31
F: -4.466970 1.833169 7.507079  -0.33
F: -2.547560 1.014119 8.823849  -0.33
F: -2.275610 2.414079 6.581599  -0.31
F: -3.769780 -0.729201 7.541809  -0.31
As: -1.023070 4.893609 0.087779  0.80
F: -1.337110 6.473489 -0.592661  -0.29
F: -2.706200 4.584429 0.263939  -0.27
F: -0.714100 3.151579 0.578019  -0.34
F: 0.739880 5.144009 0.021109  -0.30
F: -0.874670 5.538989 1.756779  -0.30
F: -1.047680 4.167089 -1.499311  -0.30
As: 4.823230 2.767499 4.796749  0.83
F: 3.311290 3.770469 4.783509  -0.31
F: 4.415320 2.122949 6.411829  -0.30
F: 6.242460 1.756119 4.640429  -0.29
F: 5.105950 3.458599 3.222499  -0.28
F: 5.896330 4.096329 5.553919  -0.35
F: 3.905120 1.543119 3.977229  -0.29
As: 4.787920 -0.926841 -2.147581  0.88
F: 4.804490 -2.734491 -2.355631  -0.34
F: 6.316660 -0.850091 -3.164651  -0.34
F: 4.907280 0.908619 -1.977131  -0.32
F: 3.334230 -0.936361 -1.181241  -0.28
F: 5.731150 -1.238871 -0.679081  -0.30
F: 3.881610 -0.705541 -3.640471  -0.29
C: -3.435030 -2.938561 -6.774321  -0.09
C: -2.964960 -2.098551 -5.768551  -0.05
C: -2.578280 -2.659211 -4.556531  0.00
C: -2.496450 -4.000241 -4.365011  -0.16
C: -2.847940 -4.820951 -5.434121  0.00
C: -3.404560 -4.314691 -6.623051  -0.07
N: -2.219640 -4.577041 -3.059041  -0.32
O: -2.057370 -3.848891 -2.049631  0.07
O: -1.868400 -5.741101 -3.105721  0.07
H: -3.699070 -2.419221 -7.683701  0.10
H: -3.161540 -1.037501 -5.812641  0.11
H: -2.372210 -2.046381 -3.691451  0.13
H: -3.019520 -5.875101 -5.273741  0.11
H: -3.905340 -5.004761 -7.285941  0.10

Force components x, y, z for each atom (eV/Å):
0.102 0.680 0.046
1.348 2.167 0.378
-2.425 1.234 0.510
0.264 -0.507 1.856
0.939 -1.679 -0.672
-0.080 -0.363 -2.176
-0.418 -2.320 0.853
0.344 1.171 -0.785
2.520 -1.739 1.254
0.042 -0.305 0.269
-0.381 0.298 0.187
-0.283 1.679 0.394
-1.278 -0.056 -0.453
-0.738 -0.599 -1.424
-0.079 0.737 -0.375
-0.627 2.164 -0.194
1.649 -0.771 0.872
0.514 0.485 -1.237
-0.300 0.261 0.496
0.607 0.038 0.408
-1.575 -1.688 -0.679
-0.175 -0.646 0.509
1.977 0.994 -0.554
-0.470 1.590 -0.047
-1.463 -0.203 1.185
-0.135 -2.596 -0.048
0.346 -0.235 -0.520
-0.439 0.573 -0.934
0.191 -0.367 0.830
0.830 0.903 -0.343
-0.809 -0.815 0.605
0.294 1.589 0.925
-1.095 -0.333 -1.460
-1.669 -0.797 -0.194
0.649 0.130 1.375
2.910 0.898 1.427
-1.222 -1.210 -2.171
-0.751 -0.305 0.517
-0.577 -0.384 -0.232
0.486 0.101 -0.203
0.088 0.311 -0.043
0.574 -0.156 0.159
0.313 0.071 -0.314

Summary:
Charge: -3
ΔE to the lowest compared entry with this formula, charge and spin in kcal per mole: 19.0
E_HOMO in Ha: -0.189
Strongest force on any atom in eV/A: 3.4


Record 4
Here is an isolated ion of composition C3H2F3N2 and charge +1 at a distorted geometry from OMol25. Energies are from ωB97M-V with the def2-TZVPD basis set.

Each line ends with the Löwdin charge.
Atoms and positions in Å:
C: 0.239180 -0.898807 -0.956293  0.01
C: 1.016978 -0.234232 -0.098562  0.02
C: -1.690850 0.133151 -0.178316  -0.03
N: -1.119460 -0.627054 -0.880021  0.25
N: 0.322579 0.662947 0.761444  -0.13
F: -2.649581 0.724528 0.309056  0.38
F: 0.403035 0.281944 2.074301  0.09
F: 0.834290 1.920089 0.713812  0.10
H: 0.551973 -1.616757 -1.696126  0.15
H: 2.091856 -0.345809 -0.049295  0.16

Force components x, y, z for each atom (eV/Å):
1.128 0.149 0.372
0.385 -0.407 -0.285
0.741 -0.518 -0.489
-1.696 0.685 0.453
-1.537 0.275 0.044
0.177 0.027 0.088
0.394 -0.027 -0.297
0.315 -0.302 -0.007
0.104 0.009 0.019
-0.010 0.109 0.101

Summary:
Charge: +1
Structure (SMILES): FC#[N+]/C=C\N(F)F
ΔE to the lowest compared entry with this formula, charge and spin in kcal per mole: 40.1
E_HOMO in Ha: -0.604
Strongest force on any atom in eV/A: 1.9


What did the fourth record say?
Here is an isolated ion of composition C3H2F3N2 and charge +1 at a distorted geometry from OMol25. Energies are from ωB97M-V with the def2-TZVPD basis set.

Each line ends with the Löwdin charge.
Atoms and positions in Å:
C: 0.239180 -0.898807 -0.956293  0.01
C: 1.016978 -0.234232 -0.098562  0.02
C: -1.690850 0.133151 -0.178316  -0.03
N: -1.119460 -0.627054 -0.880021  0.25
N: 0.322579 0.662947 0.761444  -0.13
F: -2.649581 0.724528 0.309056  0.38
F: 0.403035 0.281944 2.074301  0.09
F: 0.834290 1.920089 0.713812  0.10
H: 0.551973 -1.616757 -1.696126  0.15
H: 2.091856 -0.345809 -0.049295  0.16

Force components x, y, z for each atom (eV/Å):
1.128 0.149 0.372
0.385 -0.407 -0.285
0.741 -0.518 -0.489
-1.696 0.685 0.453
-1.537 0.275 0.044
0.177 0.027 0.088
0.394 -0.027 -0.297
0.315 -0.302 -0.007
0.104 0.009 0.019
-0.010 0.109 0.101

Summary:
Charge: +1
Structure (SMILES): FC#[N+]/C=C\N(F)F
ΔE to the lowest compared entry with this formula, charge and spin in kcal per mole: 40.1
E_HOMO in Ha: -0.604
Strongest force on any atom in eV/A: 1.9